DFT (ωB97M-V with the def2-TZVPD basis set) results for a 5-piece molecular cluster, C28H67BO5 overall at a distorted geometry.

- Frontier orbital gap: 10.50 eV
- E: -1507.96157 hartree
- SMILES: CCCCCCCCCCCCCCCCCCBCCO.CCO.CCO.CCO.CCO
- Highest occupied orbital energy: -9.92 eV

Atoms and positions in Å:
C1 7.560 0.324 0.656
C2 6.358 0.613 -0.317
C3 4.991 -0.010 0.208
C4 4.017 -0.038 -1.019
C5 2.726 -0.859 -0.713
C6 1.717 -0.143 0.256
C7 1.369 1.307 -0.244
C8 1.944 2.450 0.646
C9 1.229 2.642 2.034
C10 0.134 3.793 2.023
C11 -0.858 3.483 0.855
C12 -2.221 4.252 0.920
C13 -3.291 3.379 0.124
C14 -4.057 4.200 -0.963
C15 -5.192 3.340 -1.688
C16 -5.208 1.834 -1.284
C17 -6.246 0.969 -2.079
C18 -6.204 -0.488 -1.432
B1 -7.244 -0.621 -0.200
C19 -6.851 -0.148 1.279
C20 -7.729 -0.782 2.441
O1 -8.777 -1.640 1.990
H1 8.231 -0.442 0.213
H2 8.097 1.286 0.811
H3 7.146 -0.026 1.623
H4 6.209 1.705 -0.446
H5 6.512 0.175 -1.331
H6 4.575 0.545 1.076
H7 5.126 -1.083 0.539
H8 3.838 0.996 -1.380
H9 4.552 -0.563 -1.850
H10 2.173 -1.095 -1.652
H11 3.052 -1.814 -0.242
H12 2.028 -0.174 1.323
H13 0.779 -0.743 0.204
H14 0.271 1.347 -0.389
H15 1.803 1.452 -1.263
H16 1.877 3.418 0.092
H17 3.026 2.264 0.820
H18 1.992 2.887 2.803
H19 0.710 1.688 2.282
H20 -0.428 3.652 2.976
H21 0.613 4.789 1.967
H22 -1.084 2.392 0.924
H23 -0.383 3.666 -0.129
H24 -2.557 4.496 1.945
H25 -2.124 5.201 0.337
H26 -2.727 2.589 -0.417
H27 -3.974 2.961 0.889
H28 -4.439 5.173 -0.596
H29 -3.317 4.445 -1.764
H30 -6.198 3.763 -1.449
H31 -5.031 3.424 -2.786
H32 -5.374 1.656 -0.201
H33 -4.209 1.382 -1.500
H34 -7.241 1.433 -1.929
H35 -5.961 0.835 -3.138
H36 -5.182 -0.665 -1.007
H37 -6.348 -1.275 -2.203
H38 -8.322 -1.064 -0.460
H39 -5.786 -0.353 1.541
H40 -6.965 0.962 1.383
H41 -7.071 -1.365 3.123
H42 -8.169 0.019 3.082
H43 -9.461 -1.047 1.677
C21 -10.414 4.094 -2.810
C22 -9.679 3.145 -1.884
O2 -8.694 3.843 -1.125
H44 -9.714 4.583 -3.489
H45 -11.164 3.563 -3.400
H46 -10.912 4.883 -2.240
H47 -9.167 2.372 -2.458
H48 -10.377 2.658 -1.195
H49 -9.147 4.517 -0.612
C23 6.883 -4.658 -1.406
C24 6.872 -3.243 -0.864
O3 6.461 -3.238 0.496
H50 5.891 -5.107 -1.326
H51 7.193 -4.674 -2.454
H52 7.566 -5.284 -0.828
H53 6.173 -2.621 -1.424
H54 7.868 -2.790 -0.930
H55 7.086 -3.779 0.989
C25 0.398 -4.357 2.461
C26 0.305 -2.860 2.229
O4 -0.631 -2.578 1.192
H56 0.704 -4.866 1.545
H57 1.118 -4.587 3.249
H58 -0.575 -4.765 2.745
H59 1.272 -2.459 1.925
H60 -0.011 -2.342 3.141
H61 -1.482 -2.925 1.471
C27 11.271 -6.273 -0.952
C28 10.846 -5.361 0.183
O5 9.556 -5.728 0.668
H62 10.550 -6.226 -1.770
H63 12.255 -5.992 -1.333
H64 11.310 -7.314 -0.618
H65 10.789 -4.328 -0.159
H66 11.562 -5.412 1.010
H67 9.609 -6.635 0.979

DFT (ωB97M-V with the def2-TZVPD basis set) results for a 9-piece molecular cluster, C28H67Cl3N3O20P5 overall at a distorted geometry.

- Frontier orbital gap: 10.66 eV
- E: -5863.86065 hartree
- SMILES: COP(=O)(OC)OC.COP(=O)(OC)OC.COP(=O)(OC)OC.COP(=O)(OC)OC.COP(=O)(OC)OC.ClC(Cl)Cl.CCCC#N.CCCC#N.CCCC#N
- Highest occupied orbital energy: -10.34 eV

Atoms and positions in Å:
C1 2.284 -1.941 0.060
O1 1.569 -0.932 -0.669
P1 0.906 0.363 0.066
O2 -0.219 0.181 0.959
O3 2.165 1.075 0.767
C2 3.343 1.366 -0.104
O4 0.605 1.356 -1.169
C3 -0.483 1.142 -2.037
H1 3.282 -1.561 0.162
H2 2.300 -2.814 -0.563
H3 1.798 -2.107 1.020
H4 4.232 1.289 0.478
H5 3.179 2.377 -0.556
H6 3.452 0.599 -0.878
H7 -1.345 1.755 -1.835
H8 -0.834 0.145 -2.000
H9 -0.026 1.394 -3.007
C4 0.415 -3.225 -3.773
O5 1.386 -2.969 -4.703
P2 2.447 -1.817 -4.758
O6 3.308 -1.737 -5.931
O7 1.587 -0.541 -4.344
C5 1.947 0.752 -4.834
O8 3.366 -2.079 -3.488
C6 4.417 -1.197 -3.193
H10 -0.161 -4.048 -4.151
H11 -0.269 -2.377 -3.603
H12 0.791 -3.470 -2.758
H13 1.233 1.108 -5.646
H14 2.885 0.613 -5.287
H15 2.034 1.481 -3.996
H16 5.151 -1.323 -4.024
H17 4.916 -1.589 -2.305
H18 4.097 -0.132 -3.041
C7 2.748 6.335 -3.617
O9 2.228 6.404 -2.343
P3 2.254 5.090 -1.436
O10 2.651 3.906 -2.188
O11 3.217 5.458 -0.202
C8 2.824 6.429 0.779
O12 0.851 4.976 -0.750
C9 -0.431 4.628 -1.285
H19 2.337 7.209 -4.184
H20 2.475 5.556 -4.276
H21 3.867 6.329 -3.698
H22 1.879 6.840 0.485
H23 3.548 7.196 0.892
H24 2.686 5.839 1.662
H25 -0.320 3.634 -1.601
H26 -0.757 5.443 -2.031
H27 -1.146 4.592 -0.472
C10 -5.074 -3.125 -1.089
O13 -5.044 -2.979 -2.451
P4 -4.319 -1.799 -3.177
O14 -2.989 -1.401 -2.772
O15 -4.290 -2.320 -4.642
C11 -5.461 -2.822 -5.263
O16 -5.481 -0.704 -3.082
C12 -5.140 0.686 -3.288
H28 -4.110 -3.488 -0.783
H29 -5.931 -3.803 -0.860
H30 -5.179 -2.148 -0.486
H31 -5.782 -3.773 -4.783
H32 -5.133 -2.993 -6.342
H33 -6.239 -2.076 -5.318
H34 -6.027 1.196 -3.629
H35 -4.401 0.734 -4.070
H36 -4.839 1.066 -2.380
C13 2.232 -5.846 0.503
O17 1.080 -5.165 0.051
P5 -0.297 -5.142 0.896
O18 -0.075 -4.878 2.321
O19 -1.208 -4.173 0.043
C14 -1.064 -2.749 0.271
O20 -0.956 -6.555 0.753
C15 -1.113 -7.250 -0.413
H37 3.014 -5.277 0.097
H38 2.336 -6.804 0.021
H39 2.255 -6.018 1.565
H40 -0.499 -2.372 -0.523
H41 -0.565 -2.641 1.215
H42 -2.084 -2.290 0.310
H43 -0.196 -7.188 -1.006
H44 -1.873 -6.801 -0.950
H45 -1.282 -8.308 -0.282
Cl1 6.253 -3.379 3.247
C16 6.257 -1.855 2.402
Cl2 4.900 -0.821 2.899
Cl3 6.330 -2.023 0.632
H46 7.245 -1.368 2.622
C17 -3.355 2.367 4.488
C18 -3.508 2.768 3.079
C19 -2.732 1.955 2.026
C20 -3.247 2.252 0.703
N1 -3.714 2.378 -0.346
H47 -3.915 1.397 4.655
H48 -3.788 3.103 5.180
H49 -2.307 2.164 4.837
H50 -3.203 3.803 2.949
H51 -4.555 2.662 2.751
H52 -2.835 0.918 2.111
H53 -1.682 2.110 2.160
C21 -1.639 -1.459 3.522
C22 -0.279 -1.824 4.134
C23 -0.625 -2.332 5.556
C24 -1.113 -1.267 6.483
N2 -1.374 -0.391 7.179
H54 -2.128 -2.433 3.450
H55 -1.486 -1.013 2.533
H56 -2.154 -0.753 4.149
H57 0.424 -0.992 4.201
H58 0.270 -2.617 3.569
H59 0.222 -2.752 5.992
H60 -1.367 -3.164 5.447
C25 0.395 2.389 4.063
C26 1.453 3.430 4.276
C27 0.775 4.712 4.683
C28 0.001 5.345 3.623
N3 -0.648 5.806 2.786
H61 -0.347 2.809 3.395
H62 -0.016 1.867 4.960
H63 0.908 1.616 3.472
H64 2.024 3.654 3.349
H65 2.153 3.153 5.001
H66 1.450 5.470 5.231
H67 0.019 4.520 5.493